Record 1
Formula: C14H11F6N3O2
Source: the Open Molecules 2025 dataset
Level of theory: wB97M-V/def2-TZVPD

XYZ file:
```
36
Properties=species:S:1:pos:R:3:forces:R:3
C 3.1135 -0.4997 -3.1922 -0.7610 -0.6649 -0.4531
N 1.8923 -0.1071 -2.4839 -0.8860 0.1747 0.4457
C 0.5753 -0.5643 -2.8735 0.4173 -0.1707 -0.5160
C -0.2708 -0.4568 -1.5983 -0.8937 0.1010 0.2578
C -1.5720 0.3415 -1.8151 -1.5081 -0.0745 0.2837
O -2.6174 -0.0847 -0.8934 0.9315 0.6527 -0.6008
C -1.4990 1.9181 -1.8324 -0.0225 -1.6453 -0.7871
F -1.2893 2.3512 -0.5851 -0.2664 0.6246 -0.4580
F -2.6655 2.4359 -2.3445 1.5356 -0.3597 0.9059
F -0.4731 2.3194 -2.6399 -0.8141 0.0230 0.7533
N 0.6007 0.1477 -0.5994 0.0654 -0.5471 -0.8479
C 0.3504 0.1630 0.7969 -0.2329 0.1250 -0.0095
C 0.8027 1.2395 1.5383 -0.0192 0.2624 1.7508
C 0.4788 1.2944 2.9297 0.5572 -0.3613 -2.1592
C -0.2683 0.2927 3.5365 -0.5347 -0.5699 -0.2999
C -0.4851 0.4547 4.9382 -0.2496 -0.0772 2.0873
N -0.5854 0.5866 6.0883 0.0549 -0.1376 -1.5963
C -0.7783 -0.8135 2.8039 1.0849 0.9058 -1.6984
C -1.6008 -1.9526 3.4475 -0.1814 1.2264 -1.3598
F -2.6641 -1.4659 4.1268 0.5663 -0.3599 -0.2533
F -2.0953 -2.7803 2.4711 0.5100 0.4481 1.0144
F -0.8330 -2.6349 4.2780 -0.1482 -0.5100 0.2024
C -0.4110 -0.8360 1.4172 -0.9880 -0.8725 1.1110
C 1.8699 0.2598 -1.1574 2.8845 -0.3218 0.5307
O 2.8983 0.5349 -0.5513 -0.9830 0.2302 0.0247
H 3.9571 0.0963 -2.8678 -0.0445 0.0761 0.1376
H 2.9666 -0.3839 -4.2924 0.0267 0.1490 0.8450
H 3.3202 -1.5810 -3.0233 0.0191 0.6044 0.0318
H 0.1898 0.0496 -3.6999 -0.0658 -0.2543 0.1553
H 0.5831 -1.6254 -3.1653 0.1290 0.3184 -0.2614
H -0.5628 -1.5026 -1.3452 -0.1062 0.8399 0.1824
H -1.9578 0.0761 -2.8099 0.0127 -0.0051 0.2674
H -2.4560 0.2849 -0.0089 0.0975 -0.0724 -0.3484
H 1.4272 2.0037 1.0645 -0.3796 -0.2744 0.2779
H 0.8288 2.1186 3.5233 0.0675 0.1558 0.1306
H -0.7697 -1.6801 0.8186 0.1248 0.3609 0.2536
```
Positions in Å, forces in eV/Å.

Calculated values
Multiplicity: 1
SMILES string: CN1C[C@H]([C@@H](O)C(F)(F)F)N(c2ccc(C#N)c(C(F)(F)F)c2)C1=O
ΔE to the lowest compared entry with this formula, charge and spin in kJ/mol: 0.0
Frontier orbital gap in eV: 9.13

=====

Record 2
Formula: C14H11F6N4O8RuS2
Source: the Open Molecules 2025 dataset
Level of theory: wB97M-V/def2-TZVPD

XYZ file:
```
46
Properties=species:S:1:pos:R:3:forces:R:3
Ru 0.0179 -0.1934 0.1376 1.2478 -0.8757 -1.8674
O -1.9951 3.8221 0.5345 0.1625 -0.3657 -0.1222
C -1.5174 2.6127 0.3450 -0.0004 -0.0724 -0.2678
O -1.0079 1.8897 1.1695 -0.1222 0.3004 0.3093
C -1.6646 2.1172 -1.0654 0.0714 -0.0028 0.1115
C -2.2090 2.8534 -2.1044 -0.0244 -0.0426 0.0082
C -2.3072 2.2618 -3.3536 -0.0208 0.0280 -0.0259
C -1.8884 0.9477 -3.5171 -0.0201 -0.0506 -0.0377
C -1.3620 0.2809 -2.4291 0.0109 -0.2365 0.0819
N -1.2331 0.8622 -1.2272 0.4281 0.5443 0.3683
C -0.9999 -1.1691 -2.3504 -0.0688 0.2125 -0.9811
O -0.8980 -1.9383 -3.3975 -0.1412 0.2151 0.4279
O -0.8290 -1.6424 -1.2395 0.5289 -0.1784 1.2433
H -1.8734 4.0833 1.4599 -0.0194 0.1390 0.1935
H -2.5507 3.8638 -1.9290 0.0056 -0.0041 0.0278
H -2.7287 2.8087 -4.1861 0.0090 -0.0049 -0.0128
H -2.0058 0.4599 -4.4760 0.0133 -0.0045 -0.0071
H -1.0387 -1.4749 -4.2331 -0.0226 -0.0013 -0.1967
F 1.6387 1.9189 -1.7202 0.0004 -0.0806 0.0414
C 2.9020 1.9862 -1.2581 0.0908 0.0922 -0.0083
F 3.7023 1.3460 -2.0787 -0.0367 0.0121 -0.0150
F 3.2502 3.2464 -1.1431 -0.0884 -0.0392 -0.1233
S 2.9956 1.2320 0.4556 0.1698 -0.2021 0.5128
O 1.5666 1.1766 0.9065 -0.3601 0.2269 -0.3889
O 3.8488 2.0727 1.2047 -0.2137 -0.1919 -0.0239
N 3.5678 -0.2387 0.3065 -0.2110 -0.0616 -0.2820
S 2.5257 -1.3315 -0.0951 0.1536 0.5994 0.2893
O 1.5404 -1.6151 0.9824 -0.3140 0.2870 -0.4728
O 1.7785 -1.0122 -1.3166 -0.1859 0.2880 -0.1700
C 3.5779 -2.8335 -0.4331 0.0733 -0.2356 0.1857
F 4.0051 -2.7183 -1.6690 0.0422 -0.0055 0.0485
F 4.5707 -2.8706 0.4217 -0.1519 -0.0202 -0.1017
F 2.7868 -3.8806 -0.2995 0.0907 0.1104 -0.0412
N 0.2722 0.1935 3.2515 0.8955 0.8130 0.2027
C -0.5832 -0.7481 2.9241 -0.7075 -0.4162 -0.3852
C -1.1177 -1.5770 3.9568 0.2218 0.3793 -0.4227
C -2.0234 -2.5305 3.6510 -0.2423 -0.1730 -0.2730
C -2.4499 -2.6712 2.3123 0.1480 0.3931 -0.7048
C -1.9249 -1.8508 1.3423 -0.7958 -0.8574 0.7868
N -0.9855 -0.9025 1.6067 -0.4280 -0.3265 2.1684
H 0.5714 0.2629 4.2150 -0.0359 -0.0028 -0.2171
H 0.7178 0.8096 2.5799 -0.1361 -0.1470 0.2747
H -0.7855 -1.4170 4.9744 0.0770 0.0487 -0.0822
H -2.4290 -3.1647 4.4280 -0.0080 -0.0293 -0.0452
H -3.1880 -3.4119 2.0385 0.0219 0.0775 -0.0357
H -2.2402 -1.9158 0.3174 -0.1072 -0.1384 0.0294
```
Positions in Å, forces in eV/Å.

Calculated values
Total charge: +2
<S²>: 0.756
Multiplicity: 2
Frontier orbital gap (spin up / spin down) in eV: 6.73 / 6.40

=====

Record 3
Formula: C14H11IrN6SSe4
Source: the Open Molecules 2025 dataset
Level of theory: wB97M-V/def2-TZVPD

XYZ file:
```
37
Properties=species:S:1:pos:R:3:forces:R:3
Ir 1.4606 -0.7333 -0.6505 -0.1210 0.0697 -0.0608
S -0.9755 3.0360 0.2474 0.0212 -0.0078 0.0101
C -0.1200 2.7439 1.7255 -0.0082 -0.0070 -0.0596
C -0.1812 3.4869 2.8972 0.0197 0.0061 0.0575
C 0.5891 3.0784 3.9679 -0.0131 -0.0046 -0.0468
C 1.4033 1.9493 3.8568 -0.0027 0.0029 -0.0048
C 1.4648 1.2154 2.6881 0.0297 -0.0653 0.0138
C 0.6915 1.6099 1.5979 -0.0024 0.0926 0.0666
N 0.6085 1.0055 0.3384 -0.0275 -0.1136 0.0200
C -0.2243 1.6487 -0.4453 -0.0012 -0.0409 -0.0974
C -0.4778 1.1730 -1.7891 0.0343 0.0093 0.0373
C -1.3702 1.8236 -2.6436 -0.0073 -0.0019 0.0029
C -1.6028 1.3104 -3.9017 0.0160 -0.0261 0.0000
C -0.9435 0.1439 -4.2803 -0.0213 0.0302 0.0172
C -0.0634 -0.4947 -3.4203 0.0004 -0.1094 -0.0657
C 0.2199 0.0040 -2.1467 0.0063 0.0640 0.0992
H -0.8150 4.3609 2.9648 -0.0010 -0.0002 0.0007
H 0.5629 3.6368 4.8937 -0.0020 0.0013 0.0022
H 2.0051 1.6396 4.7007 0.0020 0.0006 -0.0002
H 2.1020 0.3452 2.6332 -0.0023 0.0056 -0.0176
H -1.8802 2.7245 -2.3199 -0.0056 0.0004 -0.0105
H -2.2903 1.7995 -4.5784 0.0046 0.0084 0.0012
H -1.1213 -0.2763 -5.2628 -0.0037 0.0000 -0.0043
H 0.4047 -1.4084 -3.7668 0.0206 -0.0014 0.0406
Se 2.5437 -1.9687 -2.2894 -0.0169 0.1053 -0.3463
Se 4.2057 -3.4118 -1.4689 0.1619 -0.1389 0.6007
Se 3.4401 -3.6681 0.7379 -0.1319 0.3642 -0.4020
Se 3.0261 -1.4042 1.2253 0.2090 -0.3502 -0.0676
N -2.7536 -3.7650 -0.1130 -0.1040 -0.0307 -0.0182
N -1.6913 -2.9683 0.2694 0.0952 0.0367 0.0817
N -1.5216 -2.5815 1.5126 -0.0538 -0.0881 0.0042
C -0.4573 -1.8051 1.4078 0.0939 -0.1438 -0.1654
N -0.0442 -1.7509 0.1295 -0.2344 0.2961 0.3611
N -0.8531 -2.4989 -0.5926 0.0158 -0.0486 -0.0500
H -2.8996 -4.4463 0.6236 0.0241 0.0004 0.0154
H -2.4874 -4.2301 -0.9743 0.0200 0.0257 -0.0101
H 0.0458 -1.3237 2.2261 -0.0145 0.0589 -0.0052
```
Positions in Å, forces in eV/Å.

Calculated values
Multiplicity: 1
ΔE to the lowest compared entry with this formula, charge and spin in kJ/mol: 34.9
Frontier orbital gap in eV: 6.20

=====

Record 4
Formula: C14H11N3O6
Source: the Open Molecules 2025 dataset
Level of theory: wB97M-V/def2-TZVPD

XYZ file:
```
34
Properties=species:S:1:pos:R:3:forces:R:3
O 1.5883 3.4639 0.1662 0.1640 -0.0121 0.0052
C 1.4945 2.3071 -0.1783 0.0197 -0.0689 -0.1604
N 0.2556 1.7212 -0.1841 -1.1375 0.8127 0.2556
N 0.0164 0.4574 -0.5055 0.1374 -0.5444 -0.1667
C -1.1375 -0.0786 -0.5075 0.0959 -0.2482 -0.0315
C -2.4464 0.4621 -0.2188 -0.2231 1.4003 0.2502
C -2.9624 1.7263 0.0367 0.5396 -0.7254 -0.1738
C -4.3440 1.5713 0.2103 -0.5812 -1.0362 -0.0541
C -4.5845 0.2257 0.0498 0.8219 1.5584 0.1027
N -5.8020 -0.4949 0.1172 -0.2779 -0.3282 -0.0105
O -6.7992 0.1576 0.3566 -0.0969 0.1716 0.0397
O -5.7629 -1.6911 -0.0661 0.0486 -0.2523 -0.0441
O -3.4493 -0.4374 -0.2100 -0.2279 -0.4982 -0.0246
C 2.7442 1.5184 -0.5693 0.4557 0.2286 0.5016
C 3.5139 1.1935 0.7283 0.2709 0.3472 -0.4581
O 2.8246 0.2368 1.4897 -0.4016 -0.3056 0.0520
C 2.4600 -0.8651 0.7489 0.1621 -0.0723 -0.1593
C 2.1780 -2.0532 1.4080 0.0569 0.2364 -0.0970
C 1.8259 -3.1786 0.6877 -0.0261 -0.0532 0.0808
C 1.7670 -3.1265 -0.6959 -0.0456 -0.0304 -0.0508
C 2.0281 -1.9427 -1.3582 0.1189 0.2590 0.1117
C 2.3611 -0.8010 -0.6417 0.1990 -0.1970 0.1393
O 2.5693 0.3620 -1.3427 -0.0032 -0.2898 -0.0619
H -0.4905 2.3508 0.1204 0.3180 -0.1886 -0.0759
H -1.1349 -1.1291 -0.7668 -0.0058 -0.1246 -0.0488
H -2.4411 2.6613 0.0801 0.1329 0.1178 -0.0125
H -5.0740 2.3249 0.4221 -0.1750 0.0905 0.0365
H 3.3473 2.2063 -1.1761 -0.1869 -0.0759 0.1959
H 4.5083 0.8148 0.4533 -0.1220 0.0433 0.0249
H 3.6152 2.0856 1.3478 0.0047 -0.0731 -0.1380
H 2.2448 -2.0694 2.4840 0.0238 0.0041 0.1434
H 1.6080 -4.0988 1.2069 -0.0139 -0.0858 0.0506
H 1.5084 -4.0088 -1.2608 -0.0232 -0.0792 -0.0616
H 1.9702 -1.8717 -2.4321 -0.0223 0.0195 -0.1606
```
Positions in Å, forces in eV/Å.

Calculated values
Multiplicity: 1
SMILES string: O=C(N/N=C\c1ccc([N+](=O)[O-])o1)[C@H]1COc2ccccc2O1
Frontier orbital gap in eV: 7.42

=====

We obtain calculated total energy values of -39567.5477; -77577.7636; -298696.7224; -31446.6803 eV for the records listed above, in that order.